Record 1
# H6O3

A cluster of 3 separate species, H6O3 in total (wB97M-V/def2-TZVPD, the Open Molecules 2025 dataset).

Total charge: 0
M: 54.0 g/mol
Orbital gap: 11.68 eV
Largest force on an atom: 7.08 eV/A
LUMO level: 0.53 eV
ΔE to the lowest compared entry with this formula, charge and spin: 28.8 kcal per mole

Atoms and positions in Å:
H -1.0706 2.1696 0.3317
H 0.1171 1.2781 -0.2149
H -1.2401 -0.5261 -0.4163
H -1.0616 -1.8214 0.6251
H 2.3164 -0.2700 0.5032
H 0.8802 -0.5980 -0.1492
O -0.8944 1.1460 -0.1970
O -0.8001 -1.3829 -0.2345
O 1.7531 0.0047 -0.2483

Forces on atoms 1 to 2 (eV/Å):
0.2 -4.8 -2.5
-1.7 -1.0 -0.2

***

Record 2
# H6O3

A cluster of 3 separate species, H6O3 in total (wB97M-V/def2-TZVPD, the Open Molecules 2025 dataset).

Total charge: 0
M: 54.0 g/mol
Orbital gap: 10.65 eV
Largest force on an atom: 5.98 eV/A
LUMO level: 0.69 eV
ΔE to the lowest compared entry with this formula, charge and spin: 36.7 kcal per mole

Atoms and positions in Å:
H -0.0242 0.2278 -0.6596
H 0.3127 -1.1207 -0.3833
H -2.0847 0.3489 0.0158
H -2.6847 1.0451 -1.1883
H 2.9965 -0.1091 1.2829
H 1.9563 -0.6992 2.3159
O -0.3427 -0.6008 -0.9074
O -1.7818 0.9114 -0.6975
O 2.0655 -0.2722 1.4320

Forces on atoms 1 to 2 (eV/Å):
0.4 2.5 0.2
-0.5 -0.2 -0.8

***

Record 3
# H6O3

A cluster of 3 separate species, H6O3 in total (wB97M-V/def2-TZVPD, the Open Molecules 2025 dataset).

Total charge: 0
M: 54.0 g/mol
Orbital gap: 12.08 eV
Largest force on an atom: 0.30 eV/A
LUMO level: 0.74 eV
ΔE to the lowest compared entry with this formula, charge and spin: 13.6 kcal per mole

Atoms and positions in Å:
O -16.1580 1.0238 9.4492
H -17.0253 1.4133 9.3384
H -16.3029 0.0830 9.3489
O -12.4273 3.8744 12.5400
H -13.2880 4.2824 12.4449
H -12.5426 2.9882 12.1970
O -10.0897 6.1530 15.8628
H -9.7317 6.7552 15.2105
H -10.6338 5.5484 15.3582

Forces on atoms 1 to 2 (eV/Å):
0.2 0.1 0.1
-0.2 0.1 0.0

***

Record 4
# H6O3

A cluster of 3 separate species, H6O3 in total (wB97M-V/def2-TZVPD, the Open Molecules 2025 dataset).

Total charge: 0
M: 54.0 g/mol
Orbital gap: 11.06 eV
Largest force on an atom: 2.71 eV/A
LUMO level: 0.48 eV
ΔE to the lowest compared entry with this formula, charge and spin: 10.0 kcal per mole

Atoms and positions in Å:
O 0.7687 1.5981 -0.5666
H 0.7645 2.5263 -0.2778
H 0.7773 1.4590 -1.4824
O -2.1124 -0.9769 0.3558
H -1.9322 -1.7523 -0.2389
H -1.1962 -0.7576 0.5024
O 0.7020 -0.9499 0.4667
H 0.7797 -0.0116 0.2025
H 1.4485 -1.1350 1.0384

Forces on atoms 1 to 2 (eV/Å):
0.1 0.3 2.7
0.0 -0.6 -0.8

***

Record 5
# H6O3

A cluster of 3 separate species, H6O3 in total (wB97M-V/def2-TZVPD, the Open Molecules 2025 dataset).

Total charge: 0
M: 54.0 g/mol
Orbital gap: 11.45 eV
Largest force on an atom: 5.24 eV/A
LUMO level: 0.55 eV
ΔE to the lowest compared entry with this formula, charge and spin: 40.3 kcal per mole

Atoms and positions in Å:
H -0.0435 0.9698 0.4755
H 0.9216 0.9125 2.0375
H -1.2975 -0.6940 -0.8725
H -1.9636 -0.8410 0.7311
H 1.1353 -0.4304 -0.2208
H 1.2466 -0.0368 -1.8406
O 0.9650 0.9616 0.9073
O -1.7312 -0.1676 -0.0506
O 0.7675 -0.6740 -1.1669

Forces on atoms 1 to 2 (eV/Å):
3.2 -0.3 2.2
-0.4 0.3 -5.2

***

Record 6
# H6O3

A cluster of 3 separate species, H6O3 in total (wB97M-V/def2-TZVPD, the Open Molecules 2025 dataset).

Total charge: 0
M: 54.0 g/mol
Orbital gap: 11.94 eV
Largest force on an atom: 4.19 eV/A
LUMO level: 0.62 eV
ΔE to the lowest compared entry with this formula, charge and spin: 14.6 kcal per mole

Atoms and positions in Å:
H -2.1065 -0.4798 0.0647
H -0.9535 0.4784 -0.5505
H 0.1895 -1.0099 -0.3502
H 1.2372 -1.9121 0.3378
H -0.0118 1.6514 1.4627
H 0.8126 0.6349 0.6275
O -1.3488 -0.4633 -0.6406
O 1.1153 -0.9506 -0.0631
O 0.3375 1.4936 0.5047

Forces on atoms 1 to 2 (eV/Å):
2.2 0.1 -2.0
-0.9 -1.7 0.1

***

Record 7
# H6O3

A cluster of 3 separate species, H6O3 in total (wB97M-V/def2-TZVPD, the Open Molecules 2025 dataset).

Total charge: 0
M: 54.0 g/mol
Orbital gap: 11.17 eV
Largest force on an atom: 2.65 eV/A
LUMO level: 0.58 eV
ΔE to the lowest compared entry with this formula, charge and spin: 9.7 kcal per mole

Atoms and positions in Å:
O 5.7061 -21.6189 2.4414
H 5.4917 -21.0206 1.7700
H 5.7150 -21.1271 3.2902
O 3.7587 -22.7845 0.7301
H 4.3753 -22.5601 1.4657
H 3.9441 -23.7166 0.5008
O 1.8937 -21.0157 -0.0230
H 1.2954 -21.6249 -0.3954
H 2.6650 -21.5164 0.2055

Forces on atoms 1 to 2 (eV/Å):
0.5 -1.2 2.3
-0.3 1.8 -1.5

***

Record 8
# H6O5Si2

A cluster of 2 separate species, H6O5Si2 in total (wB97M-V/def2-TZVPD, the Open Molecules 2025 dataset).

Total charge: 0
M: 142.2 g/mol
Orbital gap: 7.48 eV
Largest force on an atom: 4.43 eV/A
LUMO level: -0.09 eV
ΔE to the lowest compared entry with this formula, charge and spin: 54.4 kcal per mole

Atoms and positions in Å:
O -2.6029 0.9315 0.8938
O -2.4465 -1.3378 -0.5738
O 2.4618 0.3234 -1.2595
O 1.9198 -1.1671 0.7814
O 1.7117 1.4232 0.9594
Si -2.0110 0.2441 -0.3607
Si 1.4761 0.1107 0.0200
H -2.3855 0.8891 1.7977
H -1.9797 -2.1395 -0.1516
H 2.1286 0.2992 -2.1369
H 1.9257 -2.0501 0.4777
H 2.5812 1.7455 1.0008
H -2.7793 0.7276 -1.4484

Forces on atoms 1 to 2 (eV/Å):
-1.6 1.7 1.3
1.3 -2.3 1.2

***

Record 9
# H6OP4

The molecule H6OP4 (wB97M-V/def2-TZVPD, the Open Molecules 2025 dataset).

Total charge: 0
M: 145.9 g/mol
Orbital gap: 8.67 eV
Largest force on an atom: 3.32 eV/A
LUMO level: -0.18 eV
ΔE to the lowest compared entry with this formula, charge and spin: 34.7 kcal per mole

Atoms and positions in Å:
O -1.0478 -1.1943 -1.8497
P 1.1899 1.0133 -0.4879
P -1.9494 -0.0160 -1.7123
P -0.5428 -1.0060 1.5893
P -0.7148 0.7249 0.3603
H 1.5654 -0.2342 -0.1373
H 0.9991 0.3655 -1.7555
H -0.6038 1.6927 1.6224
H -2.8271 -0.4648 -0.7253
H -1.7495 -0.7794 2.1676
H -1.2116 -1.6398 0.6656

Forces on atoms 1 to 2 (eV/Å):
0.6 -0.4 -0.3
1.4 0.9 -1.3

***

Record 10
# H6OSi2

A cluster of 2 separate species, H6OSi2 in total (wB97M-V/def2-TZVPD, the Open Molecules 2025 dataset).

Total charge: 0
M: 78.2 g/mol
Orbital gap: 7.76 eV
Largest force on an atom: 2.90 eV/A
LUMO level: -0.66 eV
ΔE to the lowest compared entry with this formula, charge and spin: 82.8 kcal per mole

Atoms and positions in Å:
O 0.2059 0.1412 0.3569
Si 1.6507 -0.4128 -0.0574
Si -2.7148 0.0604 0.6248
H -0.0069 1.0508 0.1901
H 2.4078 0.6866 0.4605
H 1.5894 -1.9551 0.4235
H 2.1107 -0.4741 -1.5150
H -3.1959 -0.4731 -0.6802
H -2.0470 1.3762 0.1969

Forces on atoms 1 to 2 (eV/Å):
-2.3 -0.4 0.0
1.2 -2.5 -1.0

***

Record 11
# H6S2Si2

The molecule H6S2Si2 (wB97M-V/def2-TZVPD, the Open Molecules 2025 dataset).

Total charge: 0
M: 126.4 g/mol
Orbital gap: 8.80 eV
Largest force on an atom: 4.14 eV/A
LUMO level: 0.15 eV
ΔE to the lowest compared entry with this formula, charge and spin: 11.5 kcal per mole

Atoms and positions in Å:
Si 2.0873 0.2454 -0.0875
Si -2.1810 0.0801 0.2332
S 0.8183 -1.4816 0.2460
S -0.6407 -1.2109 -1.2267
H 1.1249 1.2898 -0.4005
H 2.6636 0.1193 1.2386
H 3.0913 0.3481 -1.0391
H -1.4681 1.3310 0.2486
H -3.4884 -0.0564 -0.6720
H -2.0074 -0.6648 1.4593

Forces on atoms 1 to 2 (eV/Å):
-1.9 -0.9 1.3
0.8 -2.2 -3.4

***

Record 12
# H70O35

A cluster of 35 separate species, H70O35 in total (wB97M-V/def2-TZVPD, the Open Molecules 2025 dataset).

Total charge: 0
M: 630.5 g/mol
Orbital gap: 9.29 eV
Largest force on an atom: 1.24 eV/A
LUMO level: -0.30 eV
ΔE to the lowest compared entry with this formula, charge and spin: 79.4 kcal per mole

Atoms and positions in Å:
O 1.9904 1.5589 -2.9521
H 2.5514 0.8743 -3.3166
H 1.5482 1.9369 -3.7122
O -1.5304 -2.7629 -3.0756
H -2.0196 -1.9443 -2.9922
H -0.6380 -2.4887 -3.2871
O 1.8902 -3.3870 -3.7732
H 2.6800 -3.2641 -4.2998
H 1.5423 -2.5035 -3.6525
O -3.1534 2.3183 1.0414
H -2.5912 1.9406 0.3650
H -2.7958 1.9848 1.8644
O 1.9547 -4.7465 -0.6668
H 1.9508 -4.4051 -1.5610
H 1.0590 -4.6153 -0.3558
O 0.0600 0.6687 5.5122
H -0.1742 0.1714 4.7285
H -0.7102 0.6035 6.0768
O 0.3662 -1.6035 3.5034
H -0.0850 -2.0213 2.7699
H 1.2381 -1.4006 3.1647
O -3.1992 -0.5749 3.0850
H -2.5924 -1.0979 2.5611
H -2.7388 0.2513 3.2320
O -3.0937 -4.7272 1.8885
H -2.8268 -5.5425 2.3130
H -3.7169 -5.0001 1.2151
O 4.3661 -2.5990 -2.4669
H 4.5404 -1.9820 -1.7561
H 5.0907 -3.2231 -2.4260
O -1.8280 1.8220 3.3878
H -2.0059 2.4954 4.0443
H -0.8946 1.9140 3.1965
O -0.2061 2.8295 -4.3826
H -0.1311 3.5329 -3.7378
H -0.9690 3.0674 -4.9096
O -5.4518 -3.1399 0.7367
H -6.1538 -3.7855 0.6550
H -4.9006 -3.2862 -0.0320
O 0.4845 -0.7881 -3.6531
H 0.8128 0.0690 -3.3813
H -0.2404 -0.5905 -4.2461
O 4.6672 1.2699 2.0945
H 3.8143 1.2097 1.6643
H 4.4987 1.7707 2.8927
O 4.5395 3.9649 -0.5665
H 3.8354 3.3168 -0.5854
H 4.1091 4.7795 -0.3071
O -2.7312 -0.2168 -3.1238
H -2.9903 -0.1069 -4.0387
H -3.0173 0.5897 -2.6949
O 2.2078 -0.5250 0.5610
H 2.6727 -1.3611 0.5918
H 2.8063 0.0657 0.1038
O 3.4441 -2.9936 0.9574
H 4.1930 -3.1020 1.5436
H 3.4799 -3.7554 0.3790
O 3.8534 -0.3810 -3.9403
H 3.9337 -1.1303 -3.3501
H 4.4146 -0.6001 -4.6841
O -5.3003 -2.3964 3.2583
H -4.5219 -1.8491 3.3616
H -5.2295 -2.7495 2.3714
O -3.2835 4.2073 -2.3905
H -2.7517 4.8228 -2.8951
H -2.6481 3.6956 -1.8898
O 0.2028 4.9585 -2.5083
H -0.6047 5.3888 -2.2271
H 0.6662 4.7622 -1.6941
O 4.9907 -0.8270 -0.5428
H 4.8056 -1.3338 0.2479
H 5.5160 -0.0877 -0.2365
O -3.1348 -1.3321 -0.4824
H -2.5895 -0.8586 -1.1107
H -3.8368 -1.7109 -1.0116
O -0.6812 -4.0955 -0.4865
H -1.0695 -3.8437 -1.3244
H -1.2681 -3.7230 0.1716
O -1.5448 -2.1756 1.5686
H -2.2585 -1.9946 0.9570
H -1.8250 -2.9609 2.0387
O 1.0926 4.6137 0.1821
H 0.5914 4.4986 0.9894
H 1.6671 5.3583 0.3604
O 2.5150 2.0935 -0.1808
H 1.7304 2.5969 0.0365
H 2.4249 1.8994 -1.1137
O -1.5654 2.2864 -1.6558
H -1.0850 1.8478 -0.9535
H -0.9993 2.2019 -2.4230
O -0.5132 0.2198 -0.1876
H 0.4095 0.0087 -0.0449
H -0.9868 -0.5514 0.1242
O -0.6071 4.7928 2.4628
H -0.8179 3.9656 2.8959
H -1.4340 5.0777 2.0741
O -6.0529 0.6003 1.9006
H -5.3767 1.0949 2.3636
H -5.6477 -0.2476 1.7185
O 2.9294 -0.9546 3.5733
H 3.2611 -1.3807 2.7830
H 3.7153 -0.6782 4.0448
O 0.9519 1.9427 2.4570
H 1.5186 2.2362 3.1704
H 1.4356 1.2266 2.0454

Forces on atoms 1 to 2 (eV/Å):
-0.4 0.0 0.6
1.0 -0.5 -0.4

***

Which value of largest force on an atom does entry 8 give?
4.43 eV/A

***

What is the formula in the tenth record?
H6OSi2

***

What is the formula in the eighth record?
H6O5Si2